# 1
# C35H29F44NO8S

A 6-piece molecular cluster, C35H29F44NO8S overall (ωB97M-V with the def2-TZVPD basis set, the Open Molecules 2025 dataset).

Results
Gap between HOMO and LUMO ... 8.52 eV
Structure (SMILES) ... O=S1(=O)O[C@@H](C(F)(F)F)C[C@@H](c2cccnc2)[C@H]1F.FC(F)C(F)(F)COC(F)(F)C(F)F.FC(F)C(F)(F)COC(F)(F)C(F)F.FC(F)C(F)(F)COC(F)(F)C(F)F.FC(F)C(F)(F)COC(F)(F)C(F)F.FC(F)C(F)(F)COC(F)(F)C(F)F
Lowest unoccupied orbital energy ... -0.463 eV
Highest occupied orbital energy ... -8.98 eV
Electronic energy ... -185026.6092 eV

Atoms and positions in Å:
O  -0.8140  -1.6257  5.7617
S  0.2512  -1.3066  4.6863
O  1.2488  -0.2649  5.2657
O  1.0433  -2.7801  4.3130
C  0.5910  -3.3344  3.0238
C  1.0795  -4.9331  3.0289
F  2.1132  -5.1615  1.9932
F  1.7251  -5.2586  4.3479
F  -0.0341  -5.8864  2.8182
C  -1.0213  -3.2251  2.7502
C  -1.5222  -1.6803  2.3495
C  -3.0676  -1.5648  2.9060
C  -4.2615  -2.3758  2.0586
C  -5.7415  -2.1822  2.7921
C  -6.0384  -1.3325  4.1459
N  -4.9332  -0.5977  4.8228
C  -3.5823  -0.7378  4.2107
C  -0.4550  -0.6594  3.0580
F  -0.9531  0.7618  3.1568
H  1.2070  -2.7944  2.1678
H  -1.6474  -3.4896  3.7311
H  -1.3887  -3.9334  1.8672
H  -1.4493  -1.5996  1.1607
H  -4.0667  -3.0132  1.0981
H  -6.6680  -2.7180  2.2771
H  -7.1294  -1.2767  4.6214
H  -2.7173  -0.1365  4.7771
H  0.4797  -0.5919  2.3181
F  0.8251  -5.3544  -3.2006
C  1.1985  -4.5400  -2.1881
F  0.6962  -3.3110  -2.4849
C  2.7119  -4.4724  -2.0171
F  3.3099  -3.9139  -3.1032
F  2.9834  -3.6282  -0.9724
C  3.3917  -5.8132  -1.7026
O  3.9624  -6.5126  -2.8145
C  3.0458  -7.3034  -3.5702
F  1.8857  -7.4182  -2.8812
F  3.5803  -8.5540  -3.6084
C  2.8459  -6.7846  -5.0003
F  2.4193  -5.4966  -5.0151
F  1.9041  -7.5119  -5.6579
H  0.7124  -4.8816  -1.2706
H  4.2534  -5.5816  -1.0624
H  2.7643  -6.4677  -1.0857
H  3.7802  -6.8351  -5.5697
F  2.7161  0.4818  -0.9360
C  2.7899  -0.4990  -0.0083
F  1.5084  -0.7704  0.3593
C  3.6209  -0.0976  1.2051
F  3.0447  0.9307  1.8834
F  3.6338  -1.1535  2.0784
C  5.0845  0.2565  0.9032
O  5.3836  1.6492  0.7537
C  5.1217  2.1916  -0.5400
F  4.9018  1.1776  -1.4103
F  6.2837  2.7769  -0.9379
C  3.9952  3.2334  -0.5351
F  2.8396  2.7250  -0.0379
F  3.7190  3.6619  -1.7955
H  3.1932  -1.3967  -0.4837
H  5.6655  -0.0481  1.7838
H  5.5008  -0.3417  0.0838
H  4.2682  4.1028  0.0725
F  0.0161  5.7506  -6.4860
C  0.0899  4.7698  -5.5583
F  -1.1916  4.4984  -5.1907
C  0.9209  5.1712  -4.3449
F  0.3447  6.1994  -3.6666
F  0.9338  4.1153  -3.4716
C  2.3845  5.5253  -4.6468
O  2.6836  6.9179  -4.7963
C  2.4217  7.4604  -6.0900
F  2.2018  6.4463  -6.9603
F  3.5837  8.0457  -6.4879
C  1.2952  8.5022  -6.0851
F  0.1396  7.9938  -5.5879
F  1.0190  8.9307  -7.3455
H  0.4932  3.8720  -6.0337
H  2.9655  5.2207  -3.7662
H  2.8008  4.9270  -5.4662
H  1.5682  9.3715  -5.4775
F  -4.1839  -1.4055  -6.0689
C  -4.1101  -2.3863  -5.1412
F  -5.3916  -2.6577  -4.7737
C  -3.2791  -1.9849  -3.9279
F  -3.8553  -0.9567  -3.2495
F  -3.2662  -3.0408  -3.0545
C  -1.8155  -1.6308  -4.2298
O  -1.5164  -0.2382  -4.3792
C  -1.7783  0.3043  -5.6730
F  -1.9982  -0.7098  -6.5432
F  -0.6163  0.8896  -6.0708
C  -2.9048  1.3461  -5.6680
F  -4.0604  0.8377  -5.1708
F  -3.1810  1.7746  -6.9284
H  -3.7068  -3.2841  -5.6166
H  -1.2345  -1.9354  -3.3491
H  -1.3992  -2.2291  -5.0491
H  -2.6318  2.2154  -5.0604
F  -3.6548  4.2059  7.8519
C  -3.1930  3.9295  6.6116
F  -4.2769  3.9525  5.7896
C  -2.4916  2.5782  6.5343
F  -3.3542  1.5562  6.7809
F  -2.0633  2.3957  5.2455
C  -1.2629  2.4298  7.4437
O  -1.4786  1.7824  8.7029
C  -1.9824  2.6232  9.7401
F  -1.8795  3.9166  9.3523
F  -1.1218  2.4790  10.7840
C  -3.4003  2.2407  10.1845
F  -4.2766  2.2603  9.1487
F  -3.8759  3.1152  11.1106
H  -2.5269  4.7385  6.3009
H  -0.5659  1.7641  6.9174
H  -0.7078  3.3689  7.5560
H  -3.4170  1.2355  10.6191

Atoms 1-3, force components in eV/Å:
O 3.139 0.515 -4.688
S -0.018 2.632 7.294
O -2.993 -4.058 -3.255

=====

# 2
# C4H12N2O2

A 2-piece molecular cluster, C4H12N2O2 overall (ωB97M-V with the def2-TZVPD basis set, the Open Molecules 2025 dataset).

Results
Gap between HOMO and LUMO ... 9.51 eV
Structure (SMILES) ... CNC=O.CNCO
Lowest unoccupied orbital energy ... 0.787 eV
Highest occupied orbital energy ... -8.73 eV
Electronic energy ... -11417.2897 eV

Atoms and positions in Å:
C  -1.2709  2.2615  -2.1803
N  -2.2191  2.1304  -1.1018
C  -2.0576  1.1764  -0.1331
O  -1.1191  0.3838  -0.0862
H  -0.2503  2.4470  -1.7796
H  -1.5613  3.0972  -2.8142
H  -1.2198  1.3286  -2.7930
H  -3.0721  2.6394  -1.0904
H  -2.8861  1.2070  0.6006
C  0.5727  -2.4192  1.8177
N  1.8419  -1.9279  1.2585
C  1.6628  -0.7456  0.4530
O  2.9012  -0.2476  -0.1047
H  0.1616  -1.6399  2.5110
H  0.7619  -3.3490  2.3709
H  -0.2165  -2.6215  1.0612
H  2.2243  -2.6632  0.6577
H  1.0122  -0.9576  -0.3720
H  1.2020  0.0672  1.0937
H  3.5319  -0.1669  0.6310

Atoms 1-3, force components in eV/Å:
C 0.769 -0.462 -0.375
N 0.568 -1.090 0.853
C 0.588 -0.181 -0.559

=====

# 3
# C7H10

One molecule with the formula C7H10 (ωB97M-V with the def2-TZVPD basis set, the Open Molecules 2025 dataset).

Results
Gap between HOMO and LUMO ... 10.21 eV
Structure (SMILES) ... C#CC1(CC)CC1
Lowest unoccupied orbital energy ... 1.126 eV
Highest occupied orbital energy ... -9.08 eV
Electronic energy ... -7417.8493 eV

Atoms and positions in Å:
C  2.0655  -0.2541  -1.3429
C  1.4257  -0.4333  -0.3384
C  0.3195  0.0307  0.4853
C  -0.9866  -0.7362  0.3461
C  -1.2590  -1.2523  -1.0707
C  0.3094  1.5441  0.3925
C  0.5791  0.8700  1.7063
H  2.4059  0.1870  -2.2463
H  -1.7879  -0.0553  0.6599
H  -0.9887  -1.5761  1.0528
H  -1.2094  -0.4417  -1.8102
H  -2.2563  -1.7049  -1.1162
H  -0.5215  -2.0118  -1.3599
H  1.1626  1.9984  -0.1068
H  -0.6378  2.0350  0.1973
H  -0.2129  0.8931  2.4503
H  1.5924  0.9077  2.1009

Atoms 1-3, force components in eV/Å:
C -0.015 -0.256 0.247
C 0.021 0.670 -0.730
C -0.003 -0.061 -0.051